{
  "formula": "C26H11BCl84N3O4S2",
  "method": "ωB97M-V/def2-TZVPD",
  "symbols": ["C", "C", "O", "B", "O", "C", "N", "N", "C", "S", "N", "C", "S", "O", "O", "H", "H", "H", "H", "H", "H", "H", "H", "H", "H", "H", "C", "Cl", "Cl", "Cl", "Cl", "C", "Cl", "Cl", "Cl", "Cl", "C", "Cl", "Cl", "Cl", "Cl", "C", "Cl", "Cl", "Cl", "Cl", "C", "Cl", "Cl", "Cl", "Cl", "C", "Cl", "Cl", "Cl", "Cl", "C", "Cl", "Cl", "Cl", "Cl", "C", "Cl", "Cl", "Cl", "Cl", "C", "Cl", "Cl", "Cl", "Cl", "C", "Cl", "Cl", "Cl", "Cl", "C", "Cl", "Cl", "Cl", "Cl", "C", "Cl", "Cl", "Cl", "Cl", "C", "Cl", "Cl", "Cl", "Cl", "C", "Cl", "Cl", "Cl", "Cl", "C", "Cl", "Cl", "Cl", "Cl", "C", "Cl", "Cl", "Cl", "Cl", "C", "Cl", "Cl", "Cl", "Cl", "C", "Cl", "Cl", "Cl", "Cl", "C", "Cl", "Cl", "Cl", "Cl", "C", "Cl", "Cl", "Cl", "Cl", "C", "Cl", "Cl", "Cl", "Cl"],
  "xyz": [[-7.16353, 6.59982, 3.86146], [-7.12379, 5.04659, 4.12675], [-5.80338, 4.60390, 3.72201], [-5.68416, 3.25768, 3.64951], [-6.69842, 2.33393, 3.78341], [-4.19233, 2.68424, 3.39101], [-3.40381, 2.54607, 4.41666], [-2.28184, 2.06743, 3.88639], [-2.37606, 1.90482, 2.57134], [-1.13366, 1.25722, 1.47264], [-3.60115, 2.31403, 2.19276], [-4.35316, 2.44524, 0.96594], [-3.59081, 1.90848, -0.58761], [-2.39940, 2.63610, -0.93419], [-3.42906, 0.47086, -0.63631], [-8.15126, 6.94917, 3.53623], [-6.38877, 6.78054, 3.08772], [-6.79183, 7.08282, 4.77868], [-7.26192, 4.81011, 5.20126], [-7.90680, 4.54208, 3.52997], [-7.05728, 2.35934, 4.67273], [-1.42472, 1.83480, 4.36749], [-1.67462, 0.06943, 1.05461], [-5.31556, 1.89341, 1.08092], [-4.65908, 3.51109, 0.84820], [-4.49661, 2.21197, -1.59785], [-2.78164, 2.95465, -4.63123], [-4.35558, 3.58112, -4.08718], [-2.70459, 3.01291, -6.39591], [-1.48233, 3.94599, -3.95307], [-2.59323, 1.28093, -4.09155], [1.23278, 1.16881, -5.45274], [2.99633, 1.04253, -5.35274], [0.63678, 0.11702, -6.74401], [0.51772, 0.67009, -3.91034], [0.77920, 2.84177, -5.80356], [1.46795, -2.22086, -0.81487], [0.39195, -3.25501, -1.76327], [2.64864, -1.41630, -1.85722], [0.49712, -0.98529, 0.01104], [2.30884, -3.21381, 0.37985], [0.67154, -7.32326, -1.49772], [-0.16617, -6.75457, -2.94972], [0.52107, -9.08906, -1.38058], [2.37890, -6.86461, -1.59938], [-0.05856, -6.56881, -0.07220], [-2.28225, -1.77030, 5.86585], [-2.96685, -0.28540, 5.16565], [-3.55399, -2.98510, 6.00940], [-0.99814, -2.37823, 4.81115], [-1.61515, -1.41313, 7.46284], [2.14675, -9.07422, 2.21065], [2.83203, -10.29144, 3.29658], [0.39860, -9.32348, 2.08022], [2.46517, -7.45550, 2.85397], [2.89754, -9.22325, 0.61084], [-3.74513, -2.50962, -3.97086], [-3.83742, -1.70499, -5.54578], [-5.13760, -3.59161, -3.77490], [-2.24450, -3.43356, -3.86539], [-3.73467, -1.28994, -2.68992], [4.30841, 0.34059, 1.58614], [2.65469, 0.71978, 2.09764], [4.46357, 0.55556, -0.16799], [5.43824, 1.41619, 2.42369], [4.68178, -1.33658, 2.00156], [-0.43331, 7.95209, -4.95782], [0.11644, 8.60417, -3.40691], [-0.00544, 6.23725, -5.05347], [-2.18705, 8.14062, -5.09015], [0.35517, 8.82324, -6.28092], [2.72975, 4.48248, 4.53829], [1.42375, 3.33395, 4.19261], [4.20386, 3.58952, 4.93087], [3.01081, 5.50645, 3.12454], [2.27109, 5.50048, 5.91014], [3.11217, 9.98396, 2.50994], [2.86246, 8.26388, 2.86219], [1.64979, 10.88982, 2.92772], [4.47343, 10.58853, 3.46367], [3.45951, 10.19053, 0.78833], [4.72039, 8.09520, -6.58330], [4.15854, 9.57503, -7.37678], [3.37192, 6.96492, -6.40970], [5.99093, 7.35202, -7.56028], [5.35508, 8.48630, -4.97852], [7.41582, -9.04357, 0.62777], [8.08520, -10.26500, 1.71761], [5.66393, -9.28137, 0.48104], [7.73792, -7.42842, 1.27860], [8.16981, -9.19825, -0.96751], [7.38199, -14.14880, 0.45462], [9.13851, -14.15335, 0.67448], [6.95745, -15.17140, -0.92686], [6.60292, -14.77661, 1.91490], [6.83155, -12.49379, 0.15925], [9.12328, 6.48610, -4.70916], [8.24065, 5.38554, -5.78109], [7.98418, 7.29480, -3.61988], [10.29861, 5.57118, -3.75322], [9.97056, 7.69834, -5.68004], [1.49363, -7.52747, 6.93725], [3.17811, -7.09494, 6.60649], [0.82256, -8.38692, 5.54492], [1.42010, -8.56773, 8.36441], [0.55233, -6.05429, 7.23103], [-4.39101, 10.67786, -7.47684], [-5.60808, 9.47091, -7.02767], [-2.77733, 9.97025, -7.31762], [-4.65497, 11.18637, -9.15115], [-4.52789, 12.07991, -6.40557], [7.78254, 1.94998, -3.56504], [6.51801, 1.04088, -4.41166], [8.99654, 2.48891, -4.73082], [7.06379, 3.35815, -2.76728], [8.54559, 0.91037, -2.35285], [-6.67956, -4.29290, 3.16379], [-5.96219, -5.55446, 4.17571], [-8.44208, -4.42517, 3.21453], [-6.18893, -2.70203, 3.77218], [-6.11971, -4.48306, 1.49615], [-7.44698, -2.09531, -7.96016], [-8.61313, -3.07572, -8.85908], [-6.27952, -1.38603, -9.08610], [-8.29997, -0.80223, -7.10206], [-6.59322, -3.11340, -6.79184], [-0.94949, -10.92436, 10.42857], [-2.12988, -11.97491, 11.22381], [0.13193, -11.90354, 9.42655], [-1.79527, -9.75016, 9.40940], [-0.00238, -10.06597, 11.65333]],
  "atomic_forces_ev_per_a": [[0.97, -1.28, 0.39], [-0.70, 1.68, -0.31], [-0.31, -1.39, 0.25], [0.17, 0.16, -0.28], [0.99, 0.25, 0.07], [-1.63, 0.87, 0.17], [-0.19, 0.35, -0.20], [1.01, -0.14, -2.09], [0.84, -1.21, -1.77], [0.41, 0.26, 0.84], [0.23, 0.07, 2.16], [-1.50, 0.57, -0.47], [2.09, -1.34, -2.81], [-0.90, 0.81, 0.87], [-0.94, 0.57, 1.15], [0.39, -0.04, 0.28], [-0.72, 0.08, 0.24], [-0.47, 0.19, -0.44], [0.04, 0.13, -0.60], [0.53, 0.08, 0.30], [-0.68, -0.11, 0.13], [-0.19, 0.03, 0.58], [-0.40, 0.65, 0.54], [0.76, 0.00, -0.19], [0.54, -0.56, -0.08], [-0.23, 0.20, 1.17], [0.41, -0.09, -0.03], [0.01, -0.02, 0.03], [-0.14, 0.03, 0.14], [-0.90, -0.33, 0.40], [-0.48, 0.40, -0.09], [0.06, -0.08, -0.04], [-0.11, 0.03, 0.02], [0.00, 0.07, 0.10], [0.38, 0.00, -0.06], [0.39, -0.26, -0.23], [0.20, -0.31, -0.26], [0.16, 0.20, 0.05], [-0.41, -0.43, -0.10], [0.01, -0.09, -0.07], [-0.17, 0.05, -0.07], [0.02, -0.11, 0.00], [-0.01, -0.04, 0.02], [-0.33, 0.37, -0.44], [-0.15, 0.10, -0.12], [0.06, -0.02, -0.08], [0.09, -0.47, 0.17], [-0.11, -0.46, 0.30], [0.16, 0.13, 0.01], [-0.10, 0.12, 0.02], [-0.07, 0.06, -0.18], [0.13, -0.06, 0.05], [0.00, 0.09, -0.12], [0.11, -0.05, 0.12], [0.12, -0.02, -0.28], [-0.69, -0.15, 0.58], [-0.02, 0.07, -0.15], [0.15, -0.06, 0.20], [0.20, 0.12, 0.08], [-0.09, -0.10, -0.13], [-0.15, -0.41, -0.02], [0.25, -0.03, -0.11], [0.12, 0.04, 0.00], [0.15, 0.29, 0.49], [-0.08, -0.09, -0.15], [0.06, 0.16, 0.06], [0.03, 0.10, 0.03], [-0.01, -0.03, -0.09], [0.27, 0.50, -0.19], [0.37, -0.59, 0.61], [-0.11, 0.02, 0.08], [0.31, 0.20, 0.17], [-0.12, -0.07, -0.05], [-0.23, 0.10, -0.02], [-0.02, -0.91, 0.12], [-0.01, -0.09, -0.11], [0.00, 0.13, -0.03], [0.02, 0.82, -0.05], [0.07, -0.06, -0.01], [-0.10, -0.07, -0.06], [-0.02, -0.03, 0.07], [-0.02, 0.03, 0.01], [0.00, -0.08, 0.06], [0.06, -0.02, -0.02], [-0.10, 0.10, 0.02], [-0.25, 0.10, -0.27], [0.16, -0.10, -0.06], [0.25, 0.70, 0.31], [0.91, 0.12, 0.15], [-0.06, -0.08, -0.05], [-0.04, 0.02, 0.10], [-0.04, -0.01, -0.09], [-0.10, 0.02, 0.00], [0.04, 0.04, 0.09], [0.05, 0.04, -0.08], [-0.30, -0.72, -0.32], [0.02, 0.01, -0.04], [0.05, 0.39, 0.06], [0.33, -0.21, 0.09], [-0.05, 0.11, -0.04], [-0.08, -0.07, 0.06], [0.02, -0.11, 0.02], [-0.10, -0.01, 0.00], [-0.16, 0.01, 0.32], [0.07, 0.12, -0.11], [0.03, -0.04, -0.02], [0.09, 0.10, -0.14], [0.06, 0.04, 0.00], [-0.37, 0.55, -0.57], [-0.02, -0.04, 0.12], [0.00, -0.10, -0.05], [0.12, 0.04, -0.02], [0.04, 0.02, 0.06], [-0.07, -0.47, 0.19], [0.02, -0.08, -0.05], [-0.09, 0.06, -0.06], [-0.08, -0.12, -0.07], [-0.02, 0.11, -0.05], [0.14, 0.03, 0.01], [-0.07, 0.00, -0.06], [-0.02, 0.04, 0.11], [-0.04, -0.09, -0.05], [0.08, 0.09, 0.06], [-0.05, -0.03, 0.08], [0.06, -0.06, -0.04], [-0.24, 0.02, -0.18], [-0.03, -0.04, 0.01], [0.09, 0.08, -0.05], [-0.06, 0.06, 0.06], [-0.02, -0.07, 0.06], [-0.04, -0.03, -0.09]],
  "lowdin_charge": [-0.040, -0.191, 0.087, -0.572, 0.178, -0.099, 0.150, -0.009, -0.538, 0.850, 0.015, -0.155, 0.643, -0.387, -0.460, 0.080, 0.084, 0.080, 0.133, 0.127, 0.124, 0.141, -0.089, 0.149, 0.150, 0.079, -1.979, 0.541, 0.550, 0.470, 0.487, -2.011, 0.518, 0.543, 0.487, 0.495, -1.991, 0.508, 0.512, 0.492, 0.528, -2.020, 0.517, 0.504, 0.510, 0.499, -2.021, 0.581, 0.526, 0.537, 0.551, -1.992, 0.541, 0.511, 0.499, 0.434, -2.002, 0.508, 0.523, 0.513, 0.539, -2.014, 0.473, 0.507, 0.522, 0.524, -2.004, 0.536, 0.468, 0.494, 0.513, -2.017, 0.475, 0.535, 0.488, 0.544, -2.036, 0.454, 0.521, 0.532, 0.523, -2.033, 0.525, 0.498, 0.519, 0.497, -2.024, 0.494, 0.456, 0.526, 0.526, -2.034, 0.524, 0.525, 0.523, 0.475, -2.021, 0.476, 0.490, 0.517, 0.536, -2.029, 0.524, 0.495, 0.512, 0.511, -2.037, 0.514, 0.470, 0.528, 0.525, -2.032, 0.502, 0.498, 0.511, 0.528, -2.050, 0.524, 0.533, 0.476, 0.523, -2.045, 0.530, 0.520, 0.516, 0.481, -2.056, 0.527, 0.513, 0.500, 0.516],
  "energy_ha": -40939.36352,
  "total_charge": 1,
  "gap_ev": 8.39
}